A molecular structure, C3H2FO2Ru at a distorted geometry, computed with ωB97M-V/def2-TZVPD.

```
! wB97M-V def2-TZVPD RIJCOSX def2/J DEFGRID3
* xyz 1 7
Ru 2.88379 -0.94614 0.44531
F -1.97474 1.02604 0.66248
O 0.73629 -1.12605 -0.02907
O -1.85318 -1.26451 0.44465
C 0.81203 0.09412 -0.64499
C -1.07984 -0.34480 0.48261
C -0.30733 0.78059 -0.05373
H 0.81651 0.06572 -1.74618
H -0.03351 1.71503 0.43891
*
```

Calculated values
Gap between HOMO and LUMO (alpha / beta) (eV): 6.16 / 7.85
HOMO level (alpha / beta) (eV): -13.07 / -16.16
ΔE to the lowest compared entry with this formula, charge and spin (kJ/mol): 370.65
⟨S²⟩: 12.03